Here is a cluster of 12 separate species, C13H46F3O14S in total at a distorted geometry from OMol25. Energies are from ωB97M-V/def2-TZVPD.

spin multiplicity: 1
E_HOMO: -0.255 Eh
charge: -1
lowest unoccupied orbital energy: 2.02 eV
energy relative to the best compared isomer or geometry (same formula, charge and spin): 0.0 kcal/mol

Cartesian coordinates (Å):
1 C -0.3123 -0.2816 -0.6690
2 F -1.2751 0.3536 0.0071
3 F -0.7307 -1.4994 -0.9641
4 F -0.0690 0.3398 -1.8389
5 S 1.2106 -0.5057 0.4265
6 O 2.3214 -0.7280 -0.4868
7 O 1.3644 0.7010 1.2279
8 O 0.9160 -1.6996 1.1956
9 O 2.0827 3.1360 1.9680
10 H 1.3379 3.6829 2.2360
11 H 1.7443 2.2088 1.9965
12 O -2.9700 -3.0347 0.1649
13 H -3.3117 -3.1672 1.0568
14 H -3.5239 -2.3272 -0.1907
15 O -0.6920 3.1825 -0.9959
16 H -0.9754 2.2652 -0.9530
17 H 0.1662 3.1896 -0.5541
18 O -0.6888 -4.0665 1.5312
19 H -1.5986 -3.8700 1.2739
20 H -0.2944 -3.1847 1.6380
21 O 3.4535 -3.1338 1.4425
22 H 2.8682 -2.5005 1.0097
23 H 3.4332 -2.8853 2.3713
24 O 3.1380 0.3586 3.7786
25 H 2.4536 0.5417 3.1211
26 H 3.2438 1.1878 4.2548
27 O 4.9618 -0.3985 -0.1491
28 H 4.0395 -0.5965 -0.4160
29 H 4.9295 0.5424 0.1081
30 C 1.3067 -2.4353 -3.4485
31 C 2.3903 -3.4707 -3.2018
32 C 2.5532 -3.7855 -1.7069
33 O 1.9992 -4.6639 -3.8985
34 H 1.6547 -1.4144 -3.2951
35 H 0.4508 -2.7061 -2.8289
36 H 1.0100 -2.5485 -4.4939
37 H 3.3400 -3.1091 -3.6036
38 H 3.3328 -4.5467 -1.6433
39 H 1.6766 -4.3106 -1.3088
40 H 2.6705 -2.8579 -1.1538
41 H 1.6251 -5.2641 -3.2478
42 C -4.0460 1.4195 2.7593
43 C -3.3893 0.0596 2.7574
44 C -1.8934 0.1229 3.1198
45 O -4.0776 -0.7864 3.6780
46 H -5.0635 1.3801 2.3668
47 H -3.5333 2.1578 2.1387
48 H -4.0290 1.8268 3.7722
49 H -3.4032 -0.3758 1.7514
50 H -1.7029 0.6010 4.0835
51 H -1.3573 0.7829 2.4340
52 H -1.4717 -0.8796 3.0661
53 H -3.8673 -1.6882 3.4188
54 C -4.3967 0.9087 -2.2870
55 C -4.8152 0.7301 -0.8379
56 C -6.1207 1.4186 -0.4439
57 O -4.8722 -0.6865 -0.5648
58 H -3.6976 0.1278 -2.5856
59 H -3.7745 1.8026 -2.4213
60 H -5.2014 1.0433 -3.0110
61 H -4.0452 1.1174 -0.1699
62 H -6.2817 1.1584 0.6050
63 H -7.0303 1.0686 -0.9349
64 H -5.9302 2.4807 -0.5937
65 H -5.7109 -1.0088 -0.9133
66 C 3.2435 2.4356 -1.6593
67 C 4.4849 2.8512 -0.8957
68 C 4.6013 4.3770 -0.6965
69 O 4.4415 2.2892 0.4323
70 H 3.3261 2.5835 -2.7404
71 H 2.3513 3.0087 -1.3909
72 H 3.0457 1.3786 -1.4914
73 H 5.3962 2.5326 -1.3994
74 H 5.1654 4.8483 -1.5069
75 H 5.0967 4.6604 0.2290
76 H 3.5921 4.7963 -0.7280
77 H 3.7336 2.7593 0.8997